(1)
{
  "formula": "C17H34N2O16S",
  "method": "ωB97M-V/def2-TZVPD",
  "elements": ["C", "N", "C", "C", "C", "C", "O", "H", "H", "H", "H", "H", "H", "H", "H", "H", "H", "H", "H", "H", "H", "N", "O", "O", "O", "O", "S", "O", "O", "C", "C", "C", "H", "H", "H", "H", "H", "H", "H", "H", "C", "C", "O", "C", "O", "O", "H", "H", "H", "H", "C", "C", "O", "C", "O", "O", "H", "H", "H", "H", "C", "C", "O", "C", "O", "O", "H", "H", "H", "H"],
  "positions_angstrom": [[0.233, -0.660, 1.790], [1.155, -1.816, 1.643], [1.676, -2.273, 2.977], [0.492, -2.954, 1.037], [2.387, -1.420, 0.792], [3.244, -0.186, 1.224], [4.259, 0.074, 0.360], [-0.644, -0.838, 2.485], [-0.328, -0.252, 0.898], [0.613, 0.076, 2.260], [0.990, -2.528, 3.680], [2.168, -1.614, 3.618], [2.407, -3.191, 2.845], [-0.365, -3.441, 1.669], [1.347, -3.684, 0.624], [-0.009, -2.552, 0.110], [2.064, -1.061, -0.208], [3.113, -2.148, 0.408], [3.634, -0.667, 2.228], [2.668, 0.632, 1.492], [5.004, -0.633, 0.178], [1.221, -3.910, -2.356], [0.130, -3.647, -2.968], [2.014, -2.921, -2.090], [1.273, -4.844, -1.607], [-1.341, 5.853, -1.407], [-0.122, 5.362, -1.705], [0.927, 6.200, -2.164], [0.452, 4.685, -0.290], [1.564, 3.849, -0.298], [2.028, 3.732, 1.154], [-0.456, 4.061, -2.828], [2.343, 4.136, -1.004], [1.360, 2.830, -0.753], [0.997, 3.584, 1.882], [2.421, 4.661, 1.361], [2.769, 2.866, 1.303], [-1.016, 4.205, -3.859], [-0.978, 3.296, -2.477], [0.314, 3.484, -2.986], [-3.272, 0.821, 5.152], [-3.243, 2.301, 5.456], [-2.088, 2.733, 4.647], [-1.865, 1.771, 3.682], [-1.047, 1.913, 2.809], [-2.607, 0.690, 3.873], [-4.292, 0.495, 5.043], [-2.774, 0.381, 5.941], [-3.204, 2.686, 6.534], [-4.146, 2.893, 5.160], [1.341, -0.646, -4.228], [0.510, -0.071, -3.130], [-0.209, 1.041, -3.653], [0.152, 1.211, -4.882], [-0.298, 2.045, -5.667], [0.908, 0.314, -5.272], [0.999, -1.644, -4.582], [2.501, -0.486, -4.145], [1.205, 0.240, -2.371], [-0.186, -0.774, -2.615], [-2.730, -4.336, -1.253], [-3.658, -3.786, -2.362], [-3.738, -2.408, -2.142], [-2.734, -2.093, -1.365], [-2.435, -1.004, -1.067], [-2.139, -3.173, -0.872], [-2.033, -4.992, -1.726], [-3.140, -4.680, -0.363], [-4.590, -4.040, -2.235], [-3.199, -3.753, -3.384]],
  "de_lowest_kj_mol": 118.6,
  "e_homo_ev": -8.30,
  "gap_ev": 7.9
}

***

(2)
{
  "formula": "C3H7N2O",
  "method": "ωB97M-V/def2-TZVPD",
  "elements": ["C", "C", "C", "N", "N", "O", "H", "H", "H", "H", "H", "H", "H"],
  "positions_angstrom": [[-0.234, -0.446, -0.135], [-0.119, -1.909, -0.039], [0.700, 1.794, 0.026], [-1.957, 0.430, 0.151], [0.781, 0.372, -0.107], [-2.901, -0.192, 0.124], [-0.665, -2.425, -0.819], [-0.495, -2.172, 0.860], [0.986, -2.176, -0.184], [-0.257, 2.073, 0.478], [0.956, 2.434, -0.912], [1.541, 2.254, 0.803], [1.663, -0.038, -0.246]],
  "de_lowest_kj_mol": 504.7,
  "total_charge": 1,
  "e_homo_ev": -14.30,
  "gap_ev": 8.6
}

***

(3)
{
  "formula": "C4H6ClNO4",
  "method": "ωB97M-V/def2-TZVPD",
  "elements": ["C", "C", "C", "C", "N", "O", "O", "O", "O", "Cl", "H", "H", "H", "H", "H", "H"],
  "positions_angstrom": [[0.209, -0.895, -1.627], [-0.683, 0.507, 1.185], [-0.349, -1.689, 0.380], [-0.257, 1.241, -0.066], [1.100, 1.641, 0.037], [1.393, 2.586, -0.648], [1.833, 0.924, 0.749], [-0.539, -1.653, -0.972], [-1.243, -0.820, 0.953], [-1.264, 2.464, -0.749], [-0.199, -0.694, -2.609], [1.241, -0.685, -1.490], [0.232, 0.415, 1.820], [-1.487, 1.014, 1.605], [-0.657, -2.725, 0.623], [0.671, -1.630, 0.809]],
  "de_lowest_kj_mol": 279.4,
  "e_homo_ev": [-8.42, -8.28],
  "gap_ev": [7.1, 6.7]
}

***

Number 1: calculated total energy -64743.089 eV. Number 2: calculated total energy -8240.908 eV. Number 3: calculated total energy -26440.505 eV.